Here is a structure of composition C22H22Cl2N6O2S2TeV at a distorted geometry from OMol25. Energies are from the ωB97M-V functional and the def2-TZVPD basis.

Last column: Löwdin spin population.
Element x y z (Å)
V: -0.841 -0.423 0.901  1.130
C: -1.824 1.633 5.455  0.002
S: -0.189 1.916 4.750  0.019
C: -0.361 1.355 3.102  0.033
S: -1.946 0.998 2.417  -0.009
N: 0.759 1.258 2.456  -0.001
N: 0.649 0.750 1.161  0.153
C: 1.492 1.243 0.260  0.138
C: 1.957 0.867 -1.052  0.122
C: 3.290 1.349 -1.235  0.050
C: 4.153 0.844 -2.157  0.100
C: 3.726 -0.213 -2.987  0.080
C: 2.416 -0.555 -2.960  0.065
N: 1.488 0.041 -2.133  0.152
H: -1.757 1.992 6.481  0.000
H: -2.062 0.572 5.456  0.000
H: -2.586 2.193 4.921  0.000
H: 2.115 2.026 0.679  0.005
H: 3.638 2.097 -0.537  -0.001
H: 5.164 1.219 -2.222  0.004
H: 4.395 -0.713 -3.671  0.003
H: 2.000 -1.270 -3.653  0.003
N: 0.410 -5.116 -2.840  0.001
C: -0.002 -3.853 -2.763  0.001
C: -0.053 -2.930 -1.790  -0.001
N: -0.603 -0.955 -0.520  -0.071
C: 0.132 -0.238 -2.615  0.007
C: -1.022 -2.078 -3.690  0.003
N: -0.614 -3.247 -3.973  0.001
H: 1.074 -5.450 -2.162  0.000
H: 0.442 -5.524 -3.761  0.000
H: 0.414 -2.941 -0.855  0.001
H: -0.027 0.274 -3.550  0.001
H: -1.442 -1.568 -4.556  0.000
Cl: -0.830 -1.435 -2.019  0.000
C: -2.443 -1.365 -1.863  -0.001
Cl: -3.234 -1.271 -0.206  0.005
C: -2.157 1.838 -1.710  0.002
O: -2.932 1.967 -2.556  0.001
O: -1.378 1.714 -0.856  0.007
H: -3.208 -1.527 -2.601  0.000
C: -0.729 -4.036 2.708  -0.002
Te: -0.758 -1.925 3.120  -0.010
C: -2.817 -2.374 3.496  0.010
C: -2.787 -3.769 4.061  0.000
C: -3.753 -4.237 4.940  0.001
C: -3.677 -5.536 5.425  0.000
C: -2.630 -6.361 5.042  0.000
C: -1.657 -5.894 4.170  0.000
C: -1.737 -4.602 3.672  -0.001
H: 0.267 -4.454 2.831  0.000
H: -1.036 -4.164 1.668  0.000
H: -3.336 -2.333 2.538  0.000
H: -3.261 -1.646 4.170  0.000
H: -4.562 -3.588 5.252  0.000
H: -4.430 -5.898 6.112  0.000
H: -2.564 -7.368 5.432  0.000
H: -0.830 -6.534 3.888  0.000

Calculated values
total charge: +1
gap between HOMO and LUMO (alpha / beta): 5.85 / 6.79 eV
2S+1: 3
E_LUMO (alpha / beta): -3.40 / -4.01 eV
E_tot: -4258.52882 hartree
energy above the lowest of the compared OMol25 structures with the same formula, charge and spin: 447.19 kcal/mol
HOMO energy (alpha / beta): -9.3 / -10.8 eV

Here is the molecule C22H22ClN5O3S at a distorted geometry from OMol25. Energies are from the ωB97M-V functional and the def2-TZVPD basis.

Last column: natural (NBO) charge in e.
Element x y z (Å)
C: -1.716 -1.905 0.919  -0.687
C: -1.928 -0.988 2.077  0.046
C: -2.862 -1.277 3.071  -0.047
C: -3.045 -0.461 4.175  -0.214
C: -2.287 0.688 4.310  -0.199
C: -1.365 1.019 3.337  -0.195
C: -1.194 0.190 2.234  0.105
N: -0.256 0.586 1.257  -0.399
C: -0.525 1.069 0.005  0.191
N: 0.563 1.506 -0.564  -0.319
N: 1.572 1.311 0.291  -0.318
C: 1.100 0.766 1.384  0.395
C: 1.915 0.387 2.519  -0.065
C: 1.551 -0.620 3.413  -0.240
C: 2.413 -0.908 4.458  0.041
N: 3.562 -0.287 4.657  -0.411
C: 3.914 0.656 3.798  0.039
C: 3.137 1.032 2.717  -0.227
H: 3.450 1.806 2.035  0.239
H: 4.866 1.132 3.992  0.196
H: 2.169 -1.680 5.177  0.194
H: 0.635 -1.175 3.292  0.224
S: -2.104 1.043 -0.701  0.276
C: -1.871 2.237 -2.056  -0.609
H: -2.776 2.159 -2.661  0.245
H: -1.824 3.232 -1.611  0.260
C: -0.620 2.083 -2.916  0.700
O: 0.098 3.049 -3.076  -0.608
N: -0.389 0.904 -3.524  -0.455
C: -1.284 -0.218 -3.655  -0.216
H: -1.481 -0.360 -4.726  0.187
C: -0.663 -1.499 -3.075  -0.396
H: -0.929 -1.606 -2.023  0.233
H: -1.062 -2.361 -3.611  0.210
C: 0.871 -1.459 -3.187  -0.332
C: 1.451 -0.922 -1.886  0.831
O: 1.040 -1.282 -0.806  -0.653
O: 2.446 -0.073 -2.039  -0.690
H: 2.647 0.386 -1.196  0.526
C: 1.292 -0.657 -4.416  -0.413
C: 0.828 0.797 -4.314  -0.220
H: 0.656 1.213 -5.315  0.192
H: 1.579 1.415 -3.818  0.250
H: 2.375 -0.677 -4.526  0.235
H: 0.855 -1.136 -5.295  0.204
H: 1.247 -2.485 -3.271  0.245
H: -2.234 -0.014 -3.165  0.217
H: -0.771 1.917 3.421  0.229
H: -2.421 1.327 5.168  0.226
H: -3.777 -0.728 4.921  0.232
Cl: -3.830 -2.703 2.934  0.013
H: -2.500 -1.750 0.177  0.234
H: -1.769 -2.941 1.248  0.236
H: -0.750 -1.735 0.449  0.263

Calculated values
total charge: 0
gap between HOMO and LUMO: 8.84 eV
E_LUMO: 0.24 eV
E_tot: -2209.48572 hartree
energy above the lowest of the compared OMol25 structures with the same formula, charge and spin: 0.00 kcal/mol
HOMO energy: -8.6 eV